Below is one molecule with the formula C4H10N2O2, with properties calculated with ωB97M-V/def2-TZVPD.

For the electronic energy, the calculation gives -11386.0439 eV. Its structure (SMILES) is C[C@@H](O)CNC(N)=O. As for the spin multiplicity: 1. The maximum force is 1.44 eV/A. The frontier orbital gap comes out at 10.263 eV. Its highest occupied orbital energy is -9.61 eV. For the energy above the lowest of the compared OMol25 structures with the same formula, charge and spin, the calculation gives 0.859 eV.

Element x y z (Å)
1 O 2.699 -0.090 0.451
2 O -0.586 0.544 -2.385
3 N -2.715 0.196 -1.683
4 N -0.901 -0.409 -0.353
5 C 1.340 0.289 0.420
6 C 0.498 -0.810 -0.256
7 C 0.873 0.591 1.846
8 C -1.346 0.129 -1.534
9 H 0.911 -0.876 -1.258
10 H 1.138 -0.257 2.492
11 H 2.821 -0.983 0.805
12 H 1.291 1.185 -0.190
13 H -3.049 0.992 -2.205
14 H 0.569 -1.708 0.351
15 H -3.340 -0.155 -0.977
16 H 1.512 1.389 2.226
17 H -1.542 -0.880 0.263
18 H -0.172 0.853 1.989

Forces on the atoms, in the same order (eV/Å):
O 0.57 -0.09 -0.26
O 0.07 0.13 -0.01
N -0.27 0.12 -0.07
N 0.31 -0.56 -0.06
C -0.74 -0.52 0.72
C 0.11 1.42 0.22
C 0.91 -0.07 0.25
C -0.18 0.12 0.15
H -0.07 -0.65 -0.11
H -0.33 -0.12 -0.14
H -0.30 0.27 -0.02
H 0.00 0.09 -0.13
H 0.08 -0.28 -0.08
H 0.09 -0.37 -0.20
H 0.15 0.14 0.11
H -0.22 0.24 0.01
H -0.13 0.13 -0.13
H -0.04 0.00 -0.25

Below is one molecule with the formula C5H7NO, with properties calculated with ωB97M-V/def2-TZVPD.

For the electronic energy, the calculation gives -8832.9885 eV. Its structure (SMILES) is [H]/N=C1\[C@@H]2[C@H](CO)[C@H]12. As for the spin multiplicity: 1. The maximum force is 0.37 eV/A. The frontier orbital gap comes out at 10.328 eV. Its highest occupied orbital energy is -9.43 eV. For the energy above the lowest of the compared OMol25 structures with the same formula, charge and spin, the calculation gives 3.214 eV.

Element x y z (Å)
1 O 1.310 0.983 -0.971
2 N 1.467 -2.017 0.443
3 C 0.482 -1.231 0.400
4 C 0.162 1.608 -0.464
5 C -0.314 -0.368 1.238
6 C -0.777 0.633 0.241
7 C -0.802 -0.806 -0.182
8 H 0.509 2.375 0.235
9 H -0.764 -0.610 2.193
10 H -1.755 1.061 0.468
11 H -1.675 -1.395 -0.437
12 H 1.009 0.221 -1.486
13 H -0.402 2.112 -1.265
14 H 1.550 -2.565 -0.412

Forces on the atoms, in the same order (eV/Å):
O -0.01 -0.11 -0.17
N -0.32 0.13 -0.14
C 0.09 -0.17 0.16
C -0.21 0.20 0.13
C 0.11 0.04 0.32
C -0.04 0.09 -0.05
C -0.11 -0.18 -0.25
H -0.08 -0.09 -0.05
H 0.08 0.09 -0.10
H 0.14 -0.09 -0.08
H 0.19 0.03 0.04
H 0.20 0.13 0.01
H 0.05 -0.07 0.13
H -0.09 0.01 0.05

Below is C34H42BaN4O3P2S as an isolated structure, with properties calculated with ωB97M-V/def2-TZVPD.

For the electronic energy, the calculation gives -78141.0448 eV. As for the spin multiplicity: 1. The maximum force is 3.56 eV/A. The frontier orbital gap (alpha / beta) comes out at 6.751 / 4.999 eV. Its highest occupied orbital energy (alpha / beta) is -7.58 / -5.55 eV. For the energy above the lowest of the compared OMol25 structures with the same formula, charge and spin, the calculation gives 0.819 eV.

Element x y z (Å)
1 Ba -3.534 1.736 -2.872
2 S 1.469 0.202 -0.934
3 P -0.261 2.425 0.940
4 P -2.055 0.050 1.599
5 O 0.602 -0.045 0.243
6 O 0.764 0.059 -2.207
7 O 2.326 1.375 -0.785
8 N -3.372 -0.746 0.647
9 N -0.481 3.001 -0.767
10 N 0.606 3.881 1.315
11 N -2.350 -0.868 3.007
12 C 5.965 -3.811 -0.335
13 C -6.435 3.496 -3.340
14 C -1.439 3.781 -2.667
15 C -4.524 4.243 -1.842
16 C -6.625 1.955 -3.481
17 C -6.081 1.147 -2.336
18 C -4.734 -0.818 1.002
19 C -3.239 -1.300 -0.625
20 C 1.165 6.081 1.303
21 C -2.768 -0.471 4.284
22 C -5.403 -1.535 0.023
23 C -4.453 -1.837 -1.013
24 C 2.702 -1.088 -0.804
25 C -1.856 2.871 1.756
26 C -2.862 1.683 1.904
27 C -0.043 3.653 -2.894
28 C -5.226 4.094 -0.528
29 C 3.492 -1.036 0.348
30 C -1.075 -2.414 -1.095
31 C 2.942 -2.023 -1.809
32 C -5.012 3.901 -3.062
33 C 0.100 5.193 1.298
34 C -2.331 -2.709 4.330
35 C -6.020 2.772 -0.349
36 C -5.538 1.623 -1.186
37 C 0.522 3.253 -1.698
38 C 4.005 -2.913 -1.658
39 C -2.072 -2.255 3.049
40 C -1.676 3.275 -1.379
41 C -2.769 -1.583 5.112
42 C 4.546 -1.927 0.478
43 C 2.008 3.965 1.272
44 C 4.812 -2.874 -0.517
45 C 2.375 5.305 1.297
46 H -1.454 -3.443 -1.132
47 H -4.462 4.156 0.267
48 H 3.293 -0.299 1.123
49 H 5.176 -1.878 1.363
50 H -5.082 -0.397 1.929
51 H 6.081 -4.458 -1.205
52 H -0.557 -2.125 -2.013
53 H -7.701 1.752 -3.609
54 H -4.649 -2.393 -1.934
55 H -7.140 3.917 -2.607
56 H -3.648 4.906 -1.775
57 H -2.611 3.150 -0.804
58 H -3.044 -1.595 6.156
59 H -0.458 -2.237 -0.209
60 H -2.334 3.729 1.258
61 H -2.215 -3.725 4.680
62 H -3.734 1.805 1.230
63 H 2.592 3.058 1.243
64 H -3.012 0.564 4.477
65 H -3.276 1.689 2.923
66 H -4.406 4.030 -3.981
67 H -4.863 0.965 -0.598
68 H 0.479 3.823 -3.826
69 H 2.307 -2.030 -2.692
70 H 1.081 7.154 1.311
71 H -7.102 2.952 -0.467
72 H 5.823 -4.442 0.548
73 H -6.201 1.610 -4.452
74 H -0.965 5.372 1.315
75 H 4.223 -3.645 -2.436
76 H -5.904 4.952 -0.333
77 H 1.554 3.160 -1.428
78 H -6.724 3.957 -4.302
79 H -1.578 3.207 2.772
80 H -5.909 2.465 0.709
81 H -2.158 4.311 -3.298
82 H -1.707 -2.760 2.164
83 H -6.441 -1.831 0.044
84 H 6.901 -3.263 -0.187
85 H 3.387 5.677 1.315
86 H -2.112 -1.604 -0.993
87 H -6.156 0.062 -2.474

Forces on the atoms, in the same order (eV/Å):
Ba 1.85 -2.85 -1.07
S 0.20 -1.39 1.03
P 1.47 1.00 -0.03
P -0.82 -1.05 -1.80
O 0.71 -0.02 -1.40
O 0.20 0.26 0.21
O -0.45 0.25 -0.04
N -0.95 0.75 -0.15
N -0.44 -0.29 -0.99
N 0.50 1.37 0.24
N -0.15 -0.85 1.69
C 0.22 -0.19 -0.01
C -0.46 -0.73 -0.49
C -0.04 -0.43 0.62
C -0.79 1.42 -0.94
C -0.79 0.41 0.20
C -0.71 -0.94 -1.17
C 0.82 -1.03 -0.81
C -0.73 0.46 0.67
C -0.46 -1.17 0.00
C 0.20 -1.05 -0.19
C 0.79 0.39 0.20
C -0.12 0.25 0.23
C -0.08 -0.06 -0.28
C -0.81 0.26 -0.16
C -0.36 0.43 0.48
C -0.12 0.26 0.68
C -0.51 -0.02 0.68
C 0.19 -0.38 -0.25
C 1.89 -1.72 -0.21
C 0.01 0.29 0.46
C -0.42 1.68 0.58
C 1.17 -0.10 0.15
C -0.01 0.81 -0.58
C -0.12 0.65 0.49
C 0.67 0.25 2.16
C -0.60 0.08 0.14
C 0.12 -0.03 0.25
C -0.28 0.94 0.87
C -0.12 0.85 0.29
C 0.17 0.37 -0.89
C -0.30 0.13 -0.07
C -0.66 0.97 0.37
C -0.22 0.21 -0.14
C -0.81 -0.97 -0.10
H -0.17 0.43 0.01
H -0.20 0.01 -0.31
H -0.03 -0.11 -0.24
H -0.04 -0.08 -0.11
H -0.02 -0.05 0.11
H 0.05 -0.03 0.05
H -0.22 0.21 0.18
H 0.11 0.11 -0.12
H 0.15 0.19 0.45
H 0.44 -0.27 -0.01
H 0.01 -0.83 -0.28
H 0.63 0.36 -0.25
H 0.03 0.04 -0.11
H -0.26 0.25 -0.18
H -0.01 -0.25 0.31
H -0.02 0.13 -0.10
H 0.56 -0.22 0.18
H 0.00 0.04 -0.07
H 0.03 -0.27 0.13
H -0.02 0.17 -0.37
H -0.13 0.42 0.50
H -0.84 -0.12 -0.37
H 0.02 0.25 0.29
H 0.14 0.02 0.13
H 0.01 0.06 0.03
H 0.37 -0.09 -0.19
H 0.00 0.02 -0.10
H 0.12 0.18 0.18
H 0.20 0.05 -0.05
H -0.06 0.13 0.15
H 0.35 -0.15 -0.18
H 0.00 -0.24 -0.03
H 0.16 -0.16 0.36
H 0.22 -0.09 -0.51
H -0.12 0.18 -0.32
H 0.20 -0.45 0.04
H -0.09 0.07 0.16
H 0.02 0.17 -0.02
H -0.10 -0.05 -0.05
H -0.06 -0.02 -0.05
H -0.59 0.39 -0.04
H 0.31 0.14 -0.12